36
Properties=species:S:1:pos:R:3 method="wB97M-V/def2-TZVPD" e_above_lowest_kcal_mol=0.0 lumo_energy_ev="-11.610 / -11.866" spin_multiplicity=2 total_charge=+3
Os 0.163 0.351 -0.769
C 3.925 0.316 1.288
C 2.622 0.607 0.644
N 1.916 -0.231 -0.065
N 2.296 -1.554 -0.258
C 1.365 -2.419 -0.686
N 1.641 -3.691 -0.802
S -0.258 -1.850 -1.069
C 1.981 1.934 0.814
C 2.582 2.979 1.476
C 1.852 4.154 1.693
C 0.546 4.227 1.260
C -0.004 3.140 0.582
N 0.696 2.034 0.350
H 4.324 -0.678 1.111
H 3.827 0.453 2.368
H 4.669 1.035 0.934
H 3.221 -1.837 0.040
H 2.544 -4.093 -0.579
H 0.923 -4.337 -1.108
H 3.598 2.899 1.837
H 2.309 4.987 2.211
H -0.058 5.107 1.431
H -1.023 3.160 0.217
O -0.169 1.465 -2.270
N 0.073 1.184 -3.597
C -1.003 1.204 -4.402
C -0.821 1.027 -5.756
C 0.463 0.840 -6.250
C 1.547 0.834 -5.376
C 1.332 1.017 -4.031
H -1.956 1.373 -3.921
H -1.685 1.043 -6.406
H 0.623 0.709 -7.312
H 2.559 0.705 -5.735
H 2.109 1.060 -3.282

62
Properties=species:S:1:pos:R:3 method="wB97M-V/def2-TZVPD" e_above_lowest_kcal_mol=11.1 lumo_energy_ev=-2.448 total_charge=+1
Ca 1.172 0.751 0.267
C -1.144 4.776 -0.982
C -0.472 4.114 0.191
C -1.009 2.972 0.774
C -0.395 2.375 1.878
C 0.777 2.904 2.399
C 1.306 4.068 1.842
C 0.687 4.657 0.754
H -1.562 5.743 -0.696
H -1.955 4.162 -1.371
H -0.436 4.956 -1.793
H -1.934 2.552 0.402
H -0.852 1.515 2.354
H 1.232 2.451 3.270
H 2.193 4.515 2.273
H 1.097 5.569 0.332
C -1.486 -6.004 1.236
C -2.439 -5.217 0.362
C -3.871 -5.300 0.851
C -4.797 -4.650 -0.157
C -4.331 -3.257 -0.494
C -5.204 -2.332 -1.010
C -4.784 -1.033 -1.301
F -5.691 -0.187 -1.810
C -3.514 -0.613 -1.073
C -2.599 -1.535 -0.537
C -1.249 -1.111 -0.260
O -0.834 0.066 -0.494
C -0.387 -2.080 0.326
C -0.820 -3.351 0.540
N -2.064 -3.766 0.254
C -2.993 -2.853 -0.264
C 0.967 -1.517 0.663
O 1.773 -1.329 -0.294
O 1.061 -0.873 1.753
H -1.872 -7.020 1.311
H -1.429 -5.591 2.246
H -0.480 -6.078 0.826
H -2.401 -5.616 -0.656
H -3.942 -4.807 1.826
H -4.133 -6.348 0.996
H -5.819 -4.603 0.219
H -4.823 -5.259 -1.065
H -6.239 -2.595 -1.190
H -3.197 0.395 -1.297
H -0.158 -4.091 0.961
C 6.328 1.367 0.361
C 5.040 1.285 -0.449
S 3.896 2.573 0.002
O 2.546 2.132 -0.608
C 4.464 3.916 -1.011
C 4.468 3.650 -2.512
H 7.018 0.605 0.001
H 6.151 1.195 1.421
H 6.828 2.331 0.254
H 4.488 0.364 -0.250
H 5.208 1.345 -1.523
H 5.445 4.184 -0.612
H 3.775 4.721 -0.746
H 5.387 3.170 -2.844
H 4.388 4.602 -3.035
H 3.621 3.034 -2.812

7
Properties=species:S:1:pos:R:3 method="wB97M-V/def2-TZVPD" e_above_lowest_kcal_mol=75.0 lumo_energy_ev="-0.832 / -0.899"
C 0.171 -0.284 0.140
O 0.040 -0.006 -1.154
F 1.267 2.392 1.469
S 2.269 1.119 0.931
H -0.092 0.414 1.063
H 0.831 -1.135 0.242
H -0.644 0.689 -1.193